No. 1
The following is a DFT calculation (wB97M-V/def2-TZVPD) of a molecular structure, C16H14N5RbS5Sb in a non-equilibrium geometry.

Output
2S+1: 2
Expectation value of S²: 0.763
Energy above the lowest of the compared OMol25 structures with the same formula, charge and spin in eV: 0.106
Net charge: -2
Frontier orbital gap (alpha / beta) in eV: 5.20 / 5.65
F_max in Eh/bohr: 0.0303

Element x y z (Å)
Rb (-0.4374, -2.7124, -0.3031)
S (2.4116, -2.1072, -4.9060)
Sb (0.0894, -2.3968, -4.7908)
S (-0.4947, -4.0847, -3.2547)
S (-0.8360, -0.3445, -4.0176)
S (-1.9768, 1.4015, 3.2026)
C (-2.5089, 1.9407, 1.6419)
C (-3.0583, 3.1587, 1.2881)
C (-3.3655, 3.3732, -0.0447)
C (-3.1253, 2.3902, -1.0012)
C (-2.5911, 1.1673, -0.6511)
C (-2.2701, 0.9249, 0.6842)
N (-1.6990, -0.2016, 1.1770)
C (-1.4498, -0.1572, 2.4366)
C (-0.8247, -1.1664, 3.2351)
C (-0.3337, -0.8004, 4.4983)
C (0.3084, -1.7191, 5.2922)
C (0.4025, -3.0320, 4.8461)
C (-0.1211, -3.3808, 3.6153)
C (-0.7487, -2.4931, 2.7127)
H (-3.2373, 3.9247, 2.0304)
H (-3.7845, 4.3230, -0.3460)
H (-3.3500, 2.5914, -2.0386)
H (-2.3960, 0.4106, -1.3986)
H (-0.4396, 0.2244, 4.8412)
H (0.7298, -1.4248, 6.2479)
H (0.9022, -3.7703, 5.4703)
H (-0.0515, -4.4257, 3.3219)
C (1.6623, 1.9333, -3.5026)
C (2.6779, 1.0751, -2.8661)
N (3.9614, 1.1371, -3.0411)
N (4.4777, 0.1711, -2.2332)
C (3.5099, -0.5081, -1.5687)
S (3.7658, -1.6643, -0.4277)
N (2.3473, 0.0941, -1.9650)
N (1.0837, -0.2649, -1.5451)
H (2.1352, 2.5696, -4.2424)
H (1.1537, 2.5409, -2.7529)
H (0.9052, 1.3010, -3.9840)
H (5.4392, -0.1100, -2.3138)
H (0.6820, 0.4756, -0.9690)
H (0.4541, -0.3659, -2.3787)

No. 2
The following is a DFT calculation (wB97M-V/def2-TZVPD) of a molecular structure, C16H15AgAsN5S4.

Output
Energy above the lowest of the compared OMol25 structures with the same formula, charge and spin in eV: 0.000
Net charge: -2
Frontier orbital gap in eV: 5.04
F_max in Eh/bohr: 0.0098

Element x y z (Å)
Ag (-0.2598, -0.2590, -0.6358)
C (1.2580, -0.4635, 2.0502)
N (0.7754, 0.7778, 1.5116)
C (-0.4571, 1.2804, 2.0511)
C (-1.1588, 2.1740, 1.0760)
N (-0.8083, 2.3990, -0.1585)
C (-1.8699, 3.0954, -0.7184)
C (-2.0799, 3.4832, -2.0370)
C (-3.2691, 4.1183, -2.3446)
C (-4.2414, 4.3523, -1.3606)
C (-4.0559, 3.9481, -0.0503)
C (-2.8593, 3.3115, 0.2471)
N (-2.3662, 2.7367, 1.4065)
C (2.1598, -1.1637, 1.0821)
N (2.4023, -0.8057, -0.1473)
C (3.1019, -1.8666, -0.7047)
C (3.5078, -2.0689, -2.0191)
C (4.1425, -3.2585, -2.3259)
C (4.3586, -4.2384, -1.3454)
C (3.9369, -4.0603, -0.0396)
C (3.3009, -2.8632, 0.2572)
N (2.7135, -2.3751, 1.4121)
H (0.3907, -1.1297, 2.1929)
H (1.7823, -0.3692, 3.0200)
H (1.4827, 1.4729, 1.3302)
H (-0.3499, 1.8181, 3.0122)
H (-1.1293, 0.4216, 2.2126)
H (-1.3458, 3.2462, -2.7952)
H (-3.4739, 4.4069, -3.3678)
H (-5.1736, 4.8255, -1.6438)
H (-4.8292, 4.0921, 0.6935)
H (-2.9255, 2.4374, 2.1861)
H (3.2848, -1.3282, -2.7754)
H (4.4453, -3.4570, -3.3462)
H (4.8320, -5.1706, -1.6282)
H (4.0672, -4.8392, 0.7008)
H (2.3994, -2.9388, 2.1829)
S (-2.3666, -2.3857, 2.3706)
As (-2.4149, -2.4256, 0.1723)
S (-2.8102, -0.3176, -0.4833)
S (-0.3079, -2.8108, -0.4915)
S (-3.7896, -3.8020, -0.7493)

No. 3
The following is a DFT calculation (wB97M-V/def2-TZVPD) of a molecular structure, C16H15BrCoTe in a non-equilibrium geometry.

Output
2S+1: 5
Expectation value of S²: 6.019
Energy above the lowest of the compared OMol25 structures with the same formula, charge and spin in eV: 0.664
Net charge: -1
Frontier orbital gap (alpha / beta) in eV: 5.83 / 4.98
F_max in Eh/bohr: 0.1580

Element x y z (Å)
C (-0.4701, -1.0631, -3.1854)
C (-0.6287, -2.1124, -2.2482)
C (-1.4311, -1.6357, -1.1401)
H (-0.0739, -3.0331, -2.3337)
C (-1.8077, -0.2520, -1.4849)
C (-1.2030, 0.0708, -2.7441)
H (-1.2350, 0.9974, -3.2807)
H (0.0299, -1.1253, -4.1372)
H (-1.4513, -2.0839, -0.1639)
H (-2.2206, 0.4953, -0.8331)
Co (0.0674, -0.5154, -1.2450)
Br (1.7620, -1.7583, 0.4371)
C (3.5210, 1.1739, -1.1737)
C (2.5106, 1.8808, -1.9339)
C (2.0928, 1.0247, -3.0032)
H (1.9993, 2.7971, -1.6727)
C (2.8291, -0.2066, -2.9314)
C (3.6952, -0.1249, -1.7900)
H (4.2626, -0.9596, -1.4069)
H (3.9443, 1.5168, -0.2493)
H (1.2882, 1.2504, -3.7087)
H (2.4902, -1.1596, -3.3825)
Te (0.7084, 0.9062, 1.2056)
C (-0.8122, 0.4595, 2.6265)
C (-1.9966, 1.2258, 2.5932)
C (-2.9133, 1.1348, 3.6578)
C (-2.6514, 0.2786, 4.7360)
C (-1.4893, -0.4968, 4.7645)
C (-0.5601, -0.4215, 3.7050)
H (-2.1452, 1.9209, 1.7645)
H (-3.8253, 1.7379, 3.6458)
H (-3.3660, 0.2246, 5.5749)
H (-1.2902, -1.1618, 5.6150)
H (0.3702, -0.9854, 3.7227)

No. 4
The following is a DFT calculation (wB97M-V/def2-TZVPD) of a molecular structure, C16H15BrEuS in a non-equilibrium geometry.

Output
2S+1: 8
Expectation value of S²: 15.761
Net charge: -2
Frontier orbital gap (alpha / beta) in eV: 4.49 / 4.48
F_max in Eh/bohr: 0.0638

Element x y z (Å)
C (-0.4257, -0.8609, -2.7931)
C (-0.7052, -1.9521, -1.9148)
C (-1.6891, -1.5062, -0.9399)
H (-0.3724, -2.9882, -2.0253)
C (-1.9091, -0.0987, -1.1975)
C (-1.1648, 0.2673, -2.3528)
H (-1.1765, 1.2517, -2.8347)
H (0.0930, -0.9641, -3.7485)
H (-1.9714, -2.0545, -0.0135)
H (-2.4810, 0.5817, -0.5425)
Eu (-0.1053, -0.8997, 0.6212)
Br (1.9373, -2.7716, 0.5657)
C (3.5477, 1.5081, -1.1270)
C (2.6104, 2.2397, -1.9345)
C (2.3056, 1.4256, -3.0778)
H (2.0525, 3.1617, -1.6235)
C (3.0208, 0.2224, -2.9643)
C (3.7772, 0.2638, -1.7553)
H (4.1855, -0.6340, -1.2598)
H (3.7529, 1.7346, -0.0623)
H (1.5352, 1.6682, -3.8366)
H (2.8525, -0.6888, -3.5777)
S (0.7631, 1.4880, 1.9222)
C (-0.5330, 0.5692, 2.5633)
C (-0.4593, -0.6412, 3.3125)
C (-1.5605, -1.0885, 4.0106)
C (-2.8021, -0.4641, 3.9227)
C (-2.9189, 0.6939, 3.1055)
C (-1.8070, 1.1799, 2.4339)
H (0.5502, -1.0952, 3.4010)
H (-1.4812, -1.9885, 4.6019)
H (-3.7095, -0.8844, 4.3611)
H (-3.8706, 1.2051, 2.9239)
H (-1.8412, 2.1199, 1.8359)

No. 5
The following is a DFT calculation (wB97M-V/def2-TZVPD) of a single C16H15BrN4O4S molecule in a non-equilibrium geometry.

Output
Energy above the lowest of the compared OMol25 structures with the same formula, charge and spin in eV: 0.000
Net charge: 0
Frontier orbital gap in eV: 7.88
F_max in Eh/bohr: 0.0565
SMILES string: Cc1cc(NC(=O)COn2nnc3ccc(S(C)(=O)=O)cc32)ccc1Br

Element x y z (Å)
O (2.8368, -0.7006, 2.0224)
O (-2.0337, 1.7868, -2.3749)
O (-2.0107, 1.7058, -4.8297)
Br (-1.4988, 3.5641, 5.9906)
N (0.5029, -4.1070, -3.0547)
N (0.8279, -4.0853, -1.7994)
O (0.5411, -2.6574, 0.1574)
C (1.8032, -1.0710, 1.4925)
C (0.4950, 1.8661, 4.7614)
C (-0.9007, -2.6296, -4.5055)
C (1.0444, 1.0363, 3.7611)
C (-1.1840, 0.7595, 2.8421)
C (-1.5530, -1.3882, -4.5822)
C (-1.1173, -1.0176, -2.2267)
C (-0.8511, 2.2304, 4.7285)
C (-0.2710, -3.0000, -3.2993)
C (-0.4232, -2.2232, -2.1614)
C (0.1736, 0.4244, 2.7902)
C (-1.7257, 1.6412, 3.7693)
C (-1.6921, -0.5759, -3.4536)
N (0.3512, -2.9375, -1.2393)
N (0.5596, -0.5176, 1.7958)
C (1.8460, -2.1725, 0.4202)
C (-3.2000, 1.9440, 3.8549)
C (-4.1958, 0.7370, -3.6012)
S (-2.4232, 1.0545, -3.5876)
H (1.2206, 2.3219, 5.4261)
H (-0.8438, -3.3138, -5.3829)
H (2.1091, 0.8270, 3.8223)
H (-1.8850, 0.2758, 2.1540)
H (-1.9394, -1.0893, -5.5414)
H (-1.2578, -0.4371, -1.3341)
H (-0.2046, -0.9349, 1.2663)
H (2.3686, -1.7994, -0.4674)
H (2.5101, -2.9870, 0.8004)
H (-3.7407, 1.4109, 3.0771)
H (-3.5969, 1.6464, 4.8206)
H (-3.4055, 3.0163, 3.7218)
H (-4.7247, 1.5875, -4.0469)
H (-4.4271, -0.1915, -4.1222)
H (-4.4754, 0.6508, -2.5402)

No. 6
The following is a DFT calculation (wB97M-V/def2-TZVPD) of a molecular structure, C16H15BrPt in a non-equilibrium geometry.

Output
2S+1: 3
Expectation value of S²: 2.014
Energy above the lowest of the compared OMol25 structures with the same formula, charge and spin in eV: 0.000
Net charge: -2
Frontier orbital gap (alpha / beta) in eV: 3.57 / 4.49
F_max in Eh/bohr: 0.0467

Element x y z (Å)
C (2.6599, -0.4127, -0.0096)
C (2.8716, 1.0168, 0.1546)
C (2.4041, 1.3731, 1.4816)
H (3.4377, 1.6633, -0.5009)
C (1.6249, 0.2337, 1.9580)
C (1.9267, -0.8974, 1.0825)
H (1.6523, -1.9394, 1.2469)
H (3.0331, -0.9959, -0.8409)
H (2.4773, 2.3620, 1.9293)
H (1.0959, 0.2151, 2.9123)
Pt (0.6657, 1.3074, 0.2568)
Br (0.7326, 1.7026, -2.1535)
C (-0.6666, -1.9625, -2.7286)
C (-0.2722, -2.9556, -1.7824)
C (1.1263, -3.1887, -1.9514)
H (-0.9068, -3.3979, -1.0231)
C (1.5770, -2.3627, -3.0374)
C (0.4706, -1.5996, -3.4962)
H (0.4937, -0.8885, -4.3031)
H (-1.6465, -1.4954, -2.7743)
H (1.7318, -3.9537, -1.4499)
H (2.5939, -2.3500, -3.4265)
C (-3.7566, 1.8065, 2.1127)
C (-2.6331, 2.2115, 2.8643)
C (-1.3249, 2.0200, 2.3738)
C (-1.1474, 1.4569, 1.1125)
C (-2.2490, 1.0662, 0.3614)
C (-3.5413, 1.1947, 0.8745)
H (-4.7727, 2.0262, 2.4529)
H (-2.7949, 2.7487, 3.7917)
H (-0.4475, 2.4033, 2.8881)
H (-2.0363, 0.7153, -0.6443)
H (-4.3793, 0.8769, 0.2680)

no.,electronic energy (eV)
1,-85641.0127
2,-132468.7160
3,-131796.0153
4,-117041.2877
5,-111860.1202
6,-90120.6483